[1]
Density functional theory data (the ωB97M-V functional and the def2-TZVPD basis) for an isolated molecule of ClH2NO.

Geometry as XYZ:
```
5
Properties=species:S:1:pos:R:3:forces:R:3:mulliken_charge:R:1
N -0.3389 -0.2363 -0.6636 -0.622 -0.572 0.932 -0.2708
O -0.2700 -0.5419 0.6381 -0.391 -1.512 2.117 -0.1904
Cl 0.8744 0.3731 1.6486 -0.280 0.158 -0.523 -0.0583
H 0.5988 -0.1928 -0.9278 1.553 0.494 -1.639 0.2653
H -0.8643 0.5980 -0.6953 -0.260 1.431 -0.887 0.2542
```
Positions in Å, forces in eV/Å.

Summary:
Charge: 0
LUMO energy, eV: -0.4
Structure (SMILES): NOCl
Energy above the lowest of the compared OMol25 structures with the same formula, charge and spin, kcal per mole: 15.60
Kohn-Sham gap, Ha: 0.366

=====

[2]
Density functional theory data (the ωB97M-V functional and the def2-TZVPD basis) for a 2-piece molecular cluster, H3N6 overall.

Geometry as XYZ:
```
9
Properties=species:S:1:pos:R:3:forces:R:3:mulliken_charge:R:1
N 2.1202 0.3277 -0.3422 0.827 -0.399 -0.047 -0.1603
N 0.9691 0.6586 -0.7889 0.695 1.452 -1.498 -0.1363
N 0.5833 -0.8442 0.6659 0.581 -1.120 0.323 -0.3214
N 1.8655 -0.6493 0.5033 0.536 0.260 1.496 0.3738
N 0.1086 -0.0720 -0.2086 -3.235 0.337 0.477 0.3428
N -2.4790 0.7117 -0.1489 1.675 -0.695 -0.387 -0.0833
H 2.5504 -0.9798 1.1951 -0.217 -0.086 -0.592 0.3172
H -2.7613 0.9238 -1.0716 -0.104 1.501 -1.554 0.3337
H -2.9566 -0.0764 0.1960 -0.759 -1.252 1.781 0.3337
```
Positions in Å, forces in eV/Å.

Summary:
Charge: +1
2S+1: 3
LUMO energy (alpha / beta), eV: -4.3 / -10.2
Energy above the lowest of the compared OMol25 structures with the same formula, charge and spin, kcal per mole: 14.91
Kohn-Sham gap (alpha / beta), Ha: 0.477 / 0.240

=====

[3]
Density functional theory data (the ωB97M-V functional and the def2-TZVPD basis) for a 2-piece molecular cluster, C27H22F2O5S2 overall.

Geometry as XYZ:
```
58
Properties=species:S:1:pos:R:3:forces:R:3:mulliken_charge:R:1
F 3.3522 -2.2554 2.4884 -1.137 0.461 0.237 -0.3089
C 2.1223 -1.7089 2.7493 0.710 0.123 0.099 0.4593
C 2.0232 -0.7330 3.7499 0.031 -0.561 -0.157 -0.8081
C 0.7851 -0.1566 3.9676 -0.584 0.345 -0.328 -0.3252
C -0.3321 -0.4630 3.1310 0.620 -1.116 0.288 1.3740
C -1.4153 0.4604 3.0998 -0.132 0.348 0.761 -1.4354
C -2.1802 0.7710 1.9288 -1.109 0.129 -0.814 0.5760
C -2.2300 2.1445 1.5607 0.345 -0.558 0.238 -0.3777
C -2.6334 2.5335 0.2945 -0.331 -0.405 -0.092 -0.7830
C -3.1681 1.5525 -0.5426 -0.198 0.399 -0.380 0.4813
F -3.5789 1.9297 -1.7958 0.254 -0.376 1.021 -0.3414
C -3.3400 0.2274 -0.1459 0.168 0.170 0.036 -0.9982
C -2.8091 -0.1727 1.0773 0.281 0.453 -0.018 0.2255
C -0.2083 -1.5749 2.2463 0.032 0.515 -0.046 0.0721
C 1.0266 -2.1507 2.0063 0.061 -0.168 0.218 -0.9608
H 2.8891 -0.4484 4.3527 -0.277 -0.201 -0.302 0.4369
H 0.6489 0.6017 4.7456 0.084 -0.216 -0.317 0.4046
H -1.3217 1.2784 3.8001 -0.006 0.019 0.148 0.3081
H -1.8523 2.8831 2.2711 -0.040 -0.187 -0.268 0.4434
H -2.5572 3.5684 -0.0272 -0.112 -0.220 -0.017 0.4214
H -3.8605 -0.4690 -0.8010 0.197 0.166 0.123 0.4387
H -2.8763 -1.2188 1.3787 -0.148 0.395 -0.092 0.4672
H -1.0913 -1.9541 1.7252 0.561 0.244 0.042 0.1975
H 1.1555 -2.9339 1.2565 -0.017 0.200 0.351 0.4463
C -3.0339 -2.3389 5.1182 -1.133 1.220 0.603 -0.5360
O -3.9947 -1.2728 5.5342 0.041 -1.994 -0.019 -0.3626
C -3.6473 0.0057 5.5800 1.499 0.972 -0.688 0.1417
S -5.0964 1.0933 5.7851 0.216 -0.103 0.313 1.4792
C -5.9189 1.0741 4.1881 0.105 -0.015 -0.160 -0.1139
C -5.4560 1.9598 3.2118 0.052 -0.154 -0.121 -0.3923
C -5.9585 1.8792 1.9140 -0.179 -0.095 0.228 -0.6345
C -6.9395 0.9311 1.6067 0.093 -0.066 0.192 -0.4624
C -7.4386 0.0812 2.6018 0.091 0.320 -0.007 -0.6173
C -6.9551 0.1811 3.9103 0.177 -0.123 -0.093 -0.2925
O -5.9923 0.4960 6.7593 0.413 0.335 -0.704 -0.6891
O -4.5812 2.4345 5.9813 -0.217 -0.636 -0.158 -0.6336
S -2.2068 0.4263 6.6252 -0.729 0.811 0.913 1.7113
C -2.8836 1.1141 8.1292 -0.013 0.274 0.413 -0.3852
C -2.7679 2.4882 8.3408 -0.122 -0.016 -0.079 -0.0353
C -3.3053 3.0617 9.4881 0.079 -0.139 0.035 -0.6752
C -3.9187 2.2564 10.4518 0.031 -0.131 -0.230 -0.3967
C -4.0645 0.8832 10.2194 0.146 0.009 -0.087 -0.6907
C -3.5483 0.3068 9.0556 -0.058 0.132 -0.137 -0.1821
O -1.5365 -0.8058 7.0077 -0.238 0.406 -0.664 -0.7664
O -1.4484 1.5171 6.0376 -0.111 -0.693 -0.188 -0.7028
H -3.6690 -3.2180 5.0452 0.056 0.042 -0.265 0.3130
H -2.5809 -2.0320 4.1693 -0.034 -0.041 0.114 0.0985
H -2.2998 -2.4755 5.9089 0.050 0.063 -0.285 0.3415
H -4.7189 2.7152 3.4746 -0.029 -0.254 -0.013 0.4428
H -5.5802 2.5584 1.1499 -0.162 -0.168 0.178 0.4974
H -7.3264 0.8719 0.5893 0.092 -0.050 0.246 0.4119
H -8.2079 -0.6558 2.3583 0.200 0.320 0.125 0.3917
H -7.3831 -0.4187 4.7113 0.270 -0.002 -0.160 0.4551
H -2.2889 3.1083 7.5867 -0.115 -0.197 0.172 0.3947
H -3.2421 4.1457 9.5994 0.003 -0.353 0.167 0.3679
H -4.2828 2.6984 11.3806 -0.019 -0.135 -0.311 0.3666
H -4.5869 0.2506 10.9415 0.214 0.250 -0.217 0.3610
H -3.6859 -0.7538 8.8420 0.080 0.253 0.151 0.3806
```
Positions in Å, forces in eV/Å.

Summary:
Charge: 0
LUMO energy, eV: -2.5
Energy above the lowest of the compared OMol25 structures with the same formula, charge and spin, kcal per mole: 60.28
Kohn-Sham gap, Ha: 0.156

=====

Computed values of max |F| (unit: eV/Å) for the preceding records, in sequence: 2.63; 3.29; 1.99.